Entry 1:
Here is 2 unconnected molecules or ions with the total composition CH3ClFP from OMol25. Energies are from ωB97M-V with the def2-TZVPD basis set.

The LUMO energy (spin up / spin down) comes out at -1.16 / -0.80 eV. Its energy above the lowest of the compared OMol25 structures with the same formula, charge and spin is 5.415 eV. For the orbital gap (spin up / spin down), the calculation gives 8.18 / 8.15 eV. Its charge is 0. As for the spin multiplicity: 1. Its total energy is -25610.5122 eV.

Element x y z (Å)
C  0.91  -0.29  -0.62
F  1.01  -1.26  0.42
P  -1.61  1.08  0.27
Cl  2.30  0.68  -0.47
H  0.73  -0.84  -1.56
H  -0.92  0.68  1.58
H  -2.41  -0.05  0.37

Per-atom natural (NBO) charges, elementary charge units: atom 1 (C): 0.1285, atom 2 (F): -0.3762, atom 3 (P): 0.0902, atom 4 (Cl): 0.0385, atom 5 (H): 0.1856, atom 6 (H): -0.0145, atom 7 (H): -0.0521

=====

Entry 2:
Here is a molecular structure, C62H98F4N11O11S4 from OMol25. Energies are from ωB97M-V with the def2-TZVPD basis set.

The LUMO energy comes out at -13.47 eV. For the orbital gap, the calculation gives 7.04 eV. Its charge is +7. As for the spin multiplicity: 1. Its total energy is -158926.7670 eV.

Element x y z (Å)
C  3.91  -5.90  2.96
N  4.47  -4.44  2.85
C  5.71  -4.22  3.39
C  6.17  -2.93  3.66
C  5.41  -1.82  3.39
C  4.16  -2.06  2.81
C  3.68  -3.34  2.62
C  5.98  -0.53  3.80
C  6.71  0.24  2.93
C  7.35  1.36  3.42
N  7.30  1.65  4.73
C  6.57  0.96  5.57
C  5.82  -0.12  5.11
C  7.98  2.83  5.29
H  3.28  -6.10  2.10
H  3.38  -5.94  3.90
H  4.73  -6.61  2.86
H  6.39  -5.05  3.60
H  7.17  -2.91  4.08
H  3.47  -1.28  2.61
H  2.68  -3.51  2.33
H  6.87  -0.06  1.89
H  7.96  1.97  2.76
H  6.58  1.30  6.59
H  5.17  -0.63  5.81
H  7.25  3.32  5.85
H  8.39  3.42  4.46
H  8.76  2.58  6.05
C  -0.44  4.80  2.86
N  -0.62  3.76  3.92
C  -0.79  2.43  3.62
C  -0.96  1.45  4.59
C  -1.00  1.89  5.92
C  -0.81  3.26  6.18
C  -0.63  4.16  5.17
C  -1.11  0.94  7.09
C  -1.60  -0.37  6.91
C  -1.65  -1.21  8.00
N  -1.35  -0.78  9.23
C  -1.00  0.50  9.46
C  -0.83  1.37  8.42
C  -1.56  -1.69  10.40
H  -0.90  5.74  3.24
H  -0.92  4.43  1.93
H  0.63  4.97  2.69
H  -0.84  2.28  2.52
H  -0.90  0.38  4.32
H  -0.88  3.70  7.15
H  -0.54  5.22  5.26
H  -1.81  -0.87  5.95
H  -2.02  -2.24  7.96
H  -0.82  0.87  10.47
H  -0.44  2.38  8.71
H  -0.72  -2.38  10.61
H  -2.42  -2.32  10.22
H  -1.76  -1.14  11.30
C  -4.47  -4.48  -1.22
N  -3.19  -4.55  -2.02
C  -2.98  -3.76  -3.08
C  -1.77  -3.84  -3.72
C  -0.86  -4.88  -3.44
C  -1.12  -5.64  -2.31
C  -2.28  -5.41  -1.58
C  0.30  -5.10  -4.24
C  1.57  -5.20  -3.63
C  2.71  -5.53  -4.38
N  2.63  -5.81  -5.70
C  1.45  -5.71  -6.30
C  0.30  -5.35  -5.62
C  3.86  -6.20  -6.46
H  -4.33  -3.77  -0.42
H  -4.58  -5.50  -0.82
H  -5.19  -4.20  -1.99
H  -3.75  -3.04  -3.28
H  -1.57  -3.20  -4.57
H  -0.44  -6.44  -2.06
H  -2.49  -5.90  -0.66
H  1.80  -4.98  -2.60
H  3.71  -5.66  -3.95
H  1.51  -5.96  -7.34
H  -0.60  -5.28  -6.24
H  4.59  -6.76  -5.86
H  4.37  -5.28  -6.82
H  3.56  -6.70  -7.38
C  6.27  5.49  -5.16
C  5.47  4.49  -6.04
C  6.25  3.54  -6.92
C  6.96  2.49  -6.10
C  5.96  1.55  -5.45
C  5.19  2.32  -4.36
N  4.52  3.62  -5.11
O  3.50  3.80  -4.98
C  5.98  2.87  -3.08
C  3.91  1.63  -3.90
C  4.48  5.30  -6.75
H  6.99  5.00  -4.54
H  5.58  5.95  -4.43
H  6.76  6.27  -5.77
H  7.00  4.12  -7.47
H  5.54  3.03  -7.60
H  7.54  2.92  -5.29
H  7.69  1.97  -6.70
H  6.34  0.60  -5.06
H  5.14  1.29  -6.15
H  6.74  3.70  -3.21
H  6.33  2.08  -2.40
H  5.22  3.49  -2.57
H  3.16  1.52  -4.70
H  3.29  2.06  -3.12
H  4.14  0.60  -3.64
H  3.83  5.87  -6.06
H  3.75  4.71  -7.33
H  5.03  5.92  -7.51
C  -5.03  3.47  -7.90
C  -4.43  4.11  -6.65
C  -5.36  4.04  -5.42
C  -4.69  4.31  -4.12
C  -3.67  3.22  -3.97
C  -2.56  3.32  -4.95
N  -3.17  3.45  -6.37
O  -2.62  2.95  -7.40
C  -1.74  2.09  -5.04
C  -1.65  4.53  -4.79
C  -3.99  5.62  -6.94
H  -4.31  3.71  -8.70
H  -5.94  3.90  -8.18
H  -5.19  2.40  -7.76
H  -5.85  3.08  -5.38
H  -6.15  4.77  -5.63
H  -5.41  4.26  -3.28
H  -4.19  5.27  -4.04
H  -4.14  2.21  -4.07
H  -3.16  3.40  -3.06
H  -1.27  1.85  -4.08
H  -0.90  2.27  -5.75
H  -2.30  1.23  -5.44
H  -1.36  4.62  -3.73
H  -2.07  5.49  -5.05
H  -0.80  4.33  -5.49
H  -4.18  6.24  -6.06
H  -4.64  5.97  -7.76
H  -3.01  5.65  -7.35
C  -7.69  -0.89  5.20
C  -6.57  -0.43  4.25
N  -6.85  -0.67  2.79
C  -8.00  0.20  2.34
C  -5.56  -0.26  1.89
C  -5.36  1.23  1.68
C  -7.16  -2.10  2.40
C  -6.24  -3.15  3.05
O  -4.97  -3.08  2.49
C  -4.17  -4.21  2.55
H  -8.68  -0.55  4.88
H  -7.50  -0.45  6.16
H  -7.66  -1.95  5.24
H  -5.59  -0.94  4.40
H  -6.36  0.63  4.26
H  -8.41  0.07  1.34
H  -7.65  1.20  2.54
H  -8.85  0.05  2.93
H  -5.66  -0.72  0.92
H  -4.76  -0.74  2.43
H  -6.06  1.64  0.97
H  -4.40  1.37  1.21
H  -5.38  1.76  2.60
H  -7.09  -2.07  1.35
H  -8.17  -2.32  2.77
H  -6.77  -4.11  2.89
H  -6.15  -3.02  4.14
H  -4.75  -5.14  2.23
H  -3.81  -4.35  3.56
H  -3.34  -4.08  1.83
N  1.43  -3.46  5.13
S  0.10  -2.74  4.68
O  0.43  -1.48  3.97
O  -0.91  -2.65  5.69
F  -0.67  -3.64  3.73
S  2.18  -4.27  6.29
O  1.84  -3.84  7.59
O  3.58  -4.15  5.92
F  1.64  -5.70  5.97
N  -0.50  0.57  -0.20
S  0.85  0.73  -0.85
O  1.65  1.76  -0.21
O  0.85  0.79  -2.29
F  1.78  -0.60  -0.46
S  -1.43  -0.66  -0.27
O  -0.93  -1.97  -0.61
O  -2.77  -0.44  -0.77
F  -1.68  -0.72  1.32

These are the Mulliken partial charges, in e, on atoms 1 to 99: atom 1 (C): -0.7823, atom 2 (N): 0.2413, atom 3 (C): -0.4896, atom 4 (C): -0.5265, atom 5 (C): 0.6224, atom 6 (C): -0.5095, atom 7 (C): -0.7263, atom 8 (C): 0.1141, atom 9 (C): -0.4363, atom 10 (C): -0.2381, atom 11 (N): -0.0339, atom 12 (C): -0.3792, atom 13 (C): -0.5297, atom 14 (C): -0.8399, atom 15 (H): 0.3180, atom 16 (H): 0.2826, atom 17 (H): 0.3650, atom 18 (H): 0.4435, atom 19 (H): 0.5479, atom 20 (H): 0.7404, atom 21 (H): 0.6905, atom 22 (H): 0.5000, atom 23 (H): 0.4053, atom 24 (H): 0.5232, atom 25 (H): 0.6115, atom 26 (H): 0.4131, atom 27 (H): 0.2639, atom 28 (H): 0.3505, atom 29 (C): -0.8249, atom 30 (N): 0.2094, atom 31 (C): -0.3522, atom 32 (C): -0.1847, atom 33 (C): 1.2352, atom 34 (C): -1.1382, atom 35 (C): -0.3914, atom 36 (C): 1.3110, atom 37 (C): -0.6751, atom 38 (C): -0.4046, atom 39 (N): 0.1887, atom 40 (C): -0.4527, atom 41 (C): -0.7688, atom 42 (C): -0.8848, atom 43 (H): 0.3589, atom 44 (H): 0.3008, atom 45 (H): 0.3288, atom 46 (H): 0.4253, atom 47 (H): -0.0083, atom 48 (H): 0.4498, atom 49 (H): 0.4229, atom 50 (H): 0.5643, atom 51 (H): 0.4618, atom 52 (H): 0.4142, atom 53 (H): 0.3377, atom 54 (H): 0.3262, atom 55 (H): 0.3829, atom 56 (H): 0.3547, atom 57 (C): -1.1995, atom 58 (N): 0.1263, atom 59 (C): -0.2596, atom 60 (C): -0.7282, atom 61 (C): 0.9640, atom 62 (C): -0.9262, atom 63 (C): -0.1716, atom 64 (C): 0.4971, atom 65 (C): -0.8216, atom 66 (C): -0.3095, atom 67 (N): 0.0183, atom 68 (C): -0.2204, atom 69 (C): -0.6052, atom 70 (C): -0.7539, atom 71 (H): 0.5042, atom 72 (H): 0.3731, atom 73 (H): 0.3811, atom 74 (H): 0.4843, atom 75 (H): 0.5773, atom 76 (H): 0.6008, atom 77 (H): 0.5330, atom 78 (H): 0.5611, atom 79 (H): 0.3975, atom 80 (H): 0.4232, atom 81 (H): 0.5099, atom 82 (H): 0.3206, atom 83 (H): 0.3644, atom 84 (H): 0.2926, atom 85 (C): -1.4159, atom 86 (C): 0.8991, atom 87 (C): -0.8659, atom 88 (C): -0.7319, atom 89 (C): -0.9055, atom 90 (C): 1.3510, atom 91 (N): 0.8965, atom 92 (O): -0.3926, atom 93 (C): -1.3309, atom 94 (C): -2.1968, atom 95 (C): -1.7489, atom 96 (H): 0.2924, atom 97 (H): 0.4194, atom 98 (H): 0.4436, atom 99 (H): 0.4153

=====

Entry 3:
Here is a molecular structure, CF3OSY from OMol25. Energies are from ωB97M-V with the def2-TZVPD basis set.

The LUMO energy (spin up / spin down) comes out at -7.01 / -7.29 eV. For the orbital gap (spin up / spin down), the calculation gives 3.36 / 3.31 eV. Its charge is +1. As for the spin multiplicity: 2. Its total energy is -23100.5678 eV.

Element x y z (Å)
Y  3.29  -0.94  0.60
S  0.27  -0.29  -1.26
O  1.22  -1.15  -0.41
C  -1.07  -0.08  -0.31
F  -1.25  -0.67  0.81
F  -2.11  0.51  -0.77
F  -0.34  2.62  1.33

Per-atom natural (NBO) charges, elementary charge units: atom 1 (Y): 1.7782, atom 2 (S): 0.9115, atom 3 (O): -1.1252, atom 4 (C): 0.7069, atom 5 (F): -0.2083, atom 6 (F): -0.1979, atom 7 (F): -0.8652